[1]
Below is C17H18BCoN7O3S as an isolated structure, with properties calculated with wB97M-V/def2-TZVPD.

The calculation puts the energy above the lowest of the compared OMol25 structures with the same formula, charge and spin at 0.0 kcal/mol. Its multiplicity is 4. The HOMO energy (alpha / beta) comes out at -8.99 / -8.97 eV.

Element x y z (Å)
H -0.837 -1.640 -2.841
N -0.553 0.403 -2.245
B 0.089 2.848 -2.175
N -0.443 1.592 -2.948
C -0.744 1.350 -4.244
Co -0.650 0.280 -0.439
H -0.776 2.136 -4.982
C -1.009 -0.018 -4.383
H -1.309 -0.550 -5.259
C -0.827 -0.596 -3.129
H 0.071 3.813 -2.882
C 2.042 -0.166 2.153
H 1.859 -0.901 2.957
H 1.096 0.397 1.974
H 2.846 0.555 2.371
N 1.552 2.541 -1.704
N -0.822 3.085 -0.923
N 1.766 1.403 -0.938
N -1.050 2.002 -0.093
C 2.735 3.178 -1.931
C -1.448 4.159 -0.396
H 2.785 4.092 -2.501
H -1.413 5.121 -0.879
C 3.738 2.466 -1.279
C -2.050 3.780 0.807
C 3.080 1.374 -0.673
C -1.758 2.429 0.991
H 4.784 2.687 -1.219
H -2.623 4.394 1.474
H 3.546 0.618 -0.056
H -1.996 1.748 1.804
H 2.284 -0.705 1.212
O -1.561 -0.255 2.646
C -1.397 -1.271 1.937
N -1.287 -1.217 0.547
S -1.026 -2.727 -0.227
O -2.169 -3.247 -0.953
O 0.272 -2.646 -0.885
C -0.894 -3.521 1.352
C -0.520 -4.845 1.579
C -0.368 -5.258 2.916
C -0.623 -4.364 3.983
C -1.045 -3.058 3.724
C -1.205 -2.661 2.390
H -0.371 -5.510 0.725
H -0.036 -6.276 3.129
H -0.488 -4.704 5.012
H -1.247 -2.315 4.500



[2]
Below is a 9-piece molecular cluster, C53H72F13NO27P overall, with properties calculated with wB97M-V/def2-TZVPD.

The calculation puts the energy above the lowest of the compared OMol25 structures with the same formula, charge and spin at 470.8 kcal/mol. The HOMO energy comes out at -5.33 eV. The total charge is -1.

Element x y z (Å)
C -2.220 1.579 6.737
C -1.812 0.214 6.633
C -1.494 -1.302 6.002
C -0.323 -1.183 4.806
C -0.664 -2.096 3.544
P -0.637 -1.344 1.755
O -2.281 -1.858 1.401
C -0.631 -0.682 -0.072
C -0.336 0.887 -0.341
C -1.631 1.645 -1.084
C -1.872 3.150 -0.444
C -0.521 4.084 -0.398
N 0.390 3.946 -1.600
C -1.561 0.213 2.415
C -2.982 -0.040 3.236
C -4.335 0.387 2.353
C -5.601 -0.544 2.812
C -6.932 -0.434 1.863
C -6.637 -0.289 0.257
C -8.075 0.131 -0.462
O -8.068 1.565 -0.792
C -8.119 2.413 0.411
C -0.188 -3.142 1.232
C -0.723 -3.701 -0.202
C -1.227 -5.298 -0.082
O 0.336 -3.782 -1.265
C 1.133 -0.784 2.068
F 1.374 0.503 2.752
F 2.006 -1.714 2.897
C 2.209 -0.646 0.793
C 2.906 0.834 0.411
C 3.997 1.053 -0.807
C 4.491 -0.181 -1.766
C 3.854 -1.661 -1.391
C 4.318 -2.970 -2.292
F 3.390 -2.978 -3.485
F 4.075 -4.253 -1.587
F 5.684 -2.811 -2.846
C 2.760 -1.860 -0.140
H -2.485 2.736 6.746
H -2.498 -1.756 5.615
H -1.096 -1.934 6.921
H -0.107 -0.058 4.720
H 0.641 -1.619 5.370
H 0.065 -3.043 3.659
H -1.712 -2.625 3.787
H -2.531 -2.725 1.798
H -1.705 -0.885 -0.561
H 0.107 -1.241 -0.794
H 0.060 1.509 0.594
H 0.542 1.011 -1.144
H -2.629 1.040 -0.993
H -1.410 1.769 -2.239
H -2.681 3.744 -1.081
H -2.247 3.052 0.680
H -0.891 5.217 -0.388
H 0.127 3.958 0.579
H 0.141 4.732 -2.273
H 1.356 4.188 -1.242
H -0.972 0.954 3.053
H -2.050 0.889 1.556
H -3.192 -1.074 3.667
H -3.003 0.723 4.156
H -4.532 1.541 2.372
H -4.053 0.095 1.230
H -5.231 -1.673 2.867
H -5.890 -0.212 3.921
H -7.528 -1.457 1.999
H -7.639 0.405 2.290
H -6.349 -1.344 -0.221
H -5.874 0.560 -0.026
H -8.271 -0.495 -1.437
H -8.943 -0.105 0.311
H -7.096 2.363 1.009
H -8.940 2.010 1.167
H -8.344 3.544 0.210
H -0.765 -3.923 1.945
H 0.925 -3.443 1.436
H -1.620 -3.164 -0.702
H -2.365 -5.338 0.275
H -0.594 -5.872 0.739
H -1.095 -5.862 -1.099
H 0.954 -4.497 -0.919
H 2.632 1.836 1.000
H 4.456 2.130 -1.018
H 5.260 0.030 -2.625
H 2.432 -2.961 0.023
C -5.359 4.656 -2.877
C -5.642 6.112 -2.734
O -4.360 6.698 -2.731
C -3.586 5.862 -3.479
O -2.495 6.164 -3.934
O -4.186 4.647 -3.665
F -6.233 6.375 -1.547
H -5.156 4.168 -1.918
H -6.171 4.121 -3.377
H -6.238 6.536 -3.550
C -3.962 -6.727 -3.343
C -3.840 -7.371 -2.005
O -4.526 -6.485 -1.149
C -5.474 -5.897 -1.933
O -6.434 -5.281 -1.500
O -5.221 -6.089 -3.263
F -2.548 -7.427 -1.612
H -3.186 -5.976 -3.524
H -3.943 -7.455 -4.159
H -4.293 -8.366 -1.943
C -1.256 -2.139 -5.269
C -1.459 -2.253 -3.796
O -2.859 -2.193 -3.651
C -3.359 -2.712 -4.808
O -4.513 -3.080 -4.951
O -2.405 -2.778 -5.787
F -0.918 -1.195 -3.152
H -1.231 -1.101 -5.614
H -0.344 -2.642 -5.603
H -1.083 -3.186 -3.362
C 2.620 7.108 0.458
C 3.880 7.600 -0.167
O 4.732 6.478 -0.119
C 3.902 5.400 -0.176
O 4.270 4.265 -0.432
O 2.603 5.745 0.082
F 4.432 8.587 0.574
H 2.631 7.183 1.551
H 1.736 7.629 0.080
H 3.767 7.932 -1.204
C 8.612 -2.830 -4.701
C 9.626 -1.975 -4.022
O 10.744 -2.046 -4.878
C 10.225 -2.246 -6.122
O 10.850 -2.088 -7.158
O 8.916 -2.638 -6.068
F 9.973 -2.497 -2.824
H 8.716 -3.891 -4.451
H 7.588 -2.516 -4.480
H 9.323 -0.930 -3.899
C -1.159 7.471 3.083
C -1.442 8.927 3.226
O -0.160 9.513 3.229
C 0.614 8.678 2.481
O 1.705 8.979 2.026
O 0.014 7.462 2.295
F -2.033 9.190 4.413
H -0.956 6.983 4.043
H -1.971 6.936 2.583
H -2.038 9.351 2.410
C 6.261 -6.876 -1.198
C 7.258 -6.675 -2.288
O 8.313 -7.541 -1.934
C 7.721 -8.558 -1.248
O 8.255 -9.629 -1.016
O 6.450 -8.234 -0.856
F 7.728 -5.407 -2.284
H 6.460 -6.250 -0.321
H 5.237 -6.694 -1.533
H 6.890 -6.932 -3.286
C 4.841 0.149 4.516
C 4.558 1.605 4.658
O 5.840 2.191 4.661
C 6.614 1.355 3.913
O 7.705 1.656 3.459
O 6.014 0.140 3.727
F 3.967 1.868 5.845
H 5.044 -0.339 5.475
H 4.029 -0.386 4.015
H 3.962 2.029 3.843



[3]
Below is an isolated ion of composition C5H8N3O4 and charge +1, with properties calculated with wB97M-V/def2-TZVPD.

The calculation puts the energy above the lowest of the compared OMol25 structures with the same formula, charge and spin at 193.1 kcal/mol. As for the SMILES: CC/C=C(/[O-])NO[N+](O)=C=[N+]=O. The HOMO energy (alpha / beta) comes out at -12.03 / -12.03 eV. The total charge is +1.

Element x y z (Å)
C -0.564 -0.714 -1.875
C 1.564 -2.618 -3.739
C 1.232 1.670 -0.245
C -0.880 0.286 -0.860
C 0.047 0.780 0.204
N -0.518 -1.961 -1.438
N 1.779 -1.778 -4.549
N 0.911 -3.373 -2.831
O 1.648 -4.165 -1.940
O 2.186 -0.892 -5.167
O -0.290 -0.353 -3.035
O -0.377 -2.962 -2.370
H 2.053 1.053 -0.203
H 1.267 2.437 0.597
H 1.289 1.909 -1.332
H 1.483 -5.066 -2.207
H -1.753 1.023 -1.142
H 0.442 -0.059 0.717
H -0.652 1.331 0.769
H -0.691 -2.190 -0.470



DFT total energy (computed, eV): -83634.094; -157494.777; -17955.690